*P*
# C4H11NO4

A 3-piece molecular cluster, C4H11NO4 overall (ωB97M-V/def2-TZVPD, the Open Molecules 2025 dataset).

Last column: natural (NBO) charge in e.
Cartesian coordinates (Å):
O (0.849, -2.053, 0.771)  -0.552
C (1.299, -1.097, 0.257)  0.446
C (1.598, 0.134, 1.068)  -0.522
C (0.247, 0.813, 1.648)  -0.209
N (-0.610, 1.404, 0.648)  -0.638
C (-1.901, 0.877, 0.719)  0.527
O (-2.823, 1.231, -0.020)  -0.599
H (1.510, -1.215, -0.839)  0.140
H (2.256, -0.198, 1.848)  0.230
H (2.215, 0.799, 0.461)  0.218
H (-0.274, -0.023, 2.256)  0.220
H (0.450, 1.575, 2.429)  0.194
H (-0.419, 2.250, 0.174)  0.417
H (-2.077, 0.231, 1.581)  0.120
O (1.258, 1.134, -1.838)  -0.935
H (2.103, 1.204, -2.354)  0.469
H (0.617, 1.275, -2.460)  0.471
O (-0.430, -2.147, -2.078)  -0.934
H (-0.115, -2.964, -1.525)  0.478
H (-0.283, -2.451, -2.938)  0.459

Values from the calculation:
Highest occupied orbital energy in Eh: -0.345
Orbital gap in eV: 9.785

*Q*
# C4H11NO4

C4H11NO4 as an isolated structure (ωB97M-V/def2-TZVPD, the Open Molecules 2025 dataset).

Last column: natural (NBO) charge in e.
Cartesian coordinates (Å):
C (0.653, -1.493, 1.426)  0.652
C (-0.149, 0.770, 0.990)  -0.411
N (-1.537, 0.647, 1.298)  -0.841
O (1.921, -1.487, 1.007)  -0.676
O (-0.278, -2.142, 0.858)  -0.670
H (1.934, -1.468, 0.028)  0.517
H (-0.580, -1.690, -0.206)  0.497
H (0.585, -1.300, 2.493)  0.156
H (-1.726, -0.139, 1.908)  0.358
H (-2.100, 0.496, 0.469)  0.364
H (0.068, 1.729, 0.524)  0.178
H (0.460, 0.796, 1.889)  0.192
C (-0.367, 1.297, -1.804)  -0.698
C (0.033, 0.022, -1.105)  0.688
O (1.369, -0.344, -1.330)  -0.750
O (-0.790, -0.954, -1.150)  -0.723
H (1.923, 0.446, -1.320)  0.487
H (0.347, 2.104, -1.636)  0.211
H (-1.348, 1.619, -1.465)  0.236
H (-0.418, 1.091, -2.876)  0.235

Values from the calculation:
Highest occupied orbital energy in Eh: -0.267
Orbital gap in eV: 7.847

Referenced to the most stable arrangement, the calculated values in kcal/mol are *P* 0.0; *Q* 38.0.

*P*
# C3H9N2P

One molecule with the formula C3H9N2P (ωB97M-V/def2-TZVPD, the Open Molecules 2025 dataset).

Last column: natural (NBO) charge in e.
Cartesian coordinates (Å):
C (-0.867, -1.733, 0.350)  -0.402
N (-0.684, -0.438, -0.158)  -0.779
C (0.445, 0.288, 0.649)  -0.236
C (0.507, 1.616, -0.165)  -0.249
N (0.552, 1.268, -1.553)  -0.917
P (-0.528, -0.043, -1.772)  0.941
H (-1.284, -1.594, 1.394)  0.189
H (-1.594, -2.358, -0.123)  0.210
H (0.118, -2.321, 0.441)  0.153
H (1.288, -0.356, 0.359)  0.186
H (0.151, 0.409, 1.701)  0.218
H (-0.236, 2.402, -0.056)  0.212
H (1.501, 2.095, 0.112)  0.194
H (1.582, 1.083, -1.819)  0.382
H (-1.694, 0.839, -1.710)  -0.101

Values from the calculation:
Highest occupied orbital energy in Eh: -0.295
Orbital gap in eV: 8.977

*Q*
# C3H9N2P

One molecule with the formula C3H9N2P (ωB97M-V/def2-TZVPD, the Open Molecules 2025 dataset).

Last column: natural (NBO) charge in e.
Cartesian coordinates (Å):
C (1.215, -0.998, -1.916)  0.031
N (0.123, -0.741, -1.259)  -0.767
P (-0.260, 0.338, 0.039)  1.847
C (-2.011, -0.043, 0.403)  -0.955
C (0.922, -0.023, 1.486)  -0.981
N (-0.350, 1.843, -0.374)  -1.313
H (1.255, -1.811, -2.540)  0.167
H (2.165, -0.399, -1.768)  0.142
H (-2.132, -0.511, 1.347)  0.230
H (-2.679, 0.842, 0.467)  0.268
H (-2.238, -0.583, -0.445)  0.249
H (0.549, 0.775, 2.255)  0.255
H (0.850, -1.016, 1.883)  0.232
H (2.000, 0.199, 1.250)  0.245
H (0.592, 2.127, -0.828)  0.349

Values from the calculation:
Highest occupied orbital energy in Eh: -0.309
Orbital gap in eV: 8.783

Referenced to the most stable arrangement, the calculated values in kcal/mol are *P* 0.0; *Q* 5.2.

*P*
# C9H14

A 2-piece molecular cluster, C9H14 overall (ωB97M-V/def2-TZVPD, the Open Molecules 2025 dataset).

Last column: Mulliken spin population.
Cartesian coordinates (Å):
C (0.979, 2.602, 1.998)  0.000
C (-0.134, 2.886, 1.003)  0.009
H (0.755, 3.203, 2.829)  0.000
H (0.888, 1.583, 2.346)  -0.001
H (1.875, 2.979, 1.606)  0.000
H (-0.124, 2.128, 0.226)  -0.003
H (0.006, 3.932, 0.477)  0.000
H (-1.187, 3.004, 1.240)  0.000
C (0.893, -2.068, -2.679)  0.017
C (-0.866, -0.681, -1.472)  0.041
C (-0.018, -1.796, -1.450)  0.257
C (-1.334, -0.250, -0.265)  0.135
C (-0.995, -0.893, 0.950)  0.231
C (0.254, -2.486, -0.227)  0.258
C (-0.317, -2.045, 0.951)  -0.029
H (-1.473, -0.284, -2.308)  0.008
H (-1.896, 0.701, -0.244)  0.003
H (0.433, -3.003, -3.233)  0.045
H (1.877, -2.294, -2.305)  0.010
H (-1.353, -0.410, 1.864)  0.013
H (0.946, -3.308, -0.136)  0.001
H (-0.173, -2.431, 1.985)  0.006
H (0.965, -1.070, -3.156)  -0.001

Values from the calculation:
Spin multiplicity: 2
Highest occupied orbital energy (alpha / beta) in Eh: -0.531 / -0.531
Orbital gap (alpha / beta) in eV: 10.082 / 6.095
Total charge: +1
⟨S²⟩: 0.767

*Q*
# C9H14

A 2-piece molecular cluster, C9H14 overall (ωB97M-V/def2-TZVPD, the Open Molecules 2025 dataset).

Last column: Mulliken spin population.
Cartesian coordinates (Å):
C (-1.710, -2.309, -1.359)  0.006
C (-2.129, -1.305, -2.412)  0.004
H (-1.393, -3.257, -1.796)  0.000
H (-0.752, -2.004, -0.905)  -0.001
H (-2.433, -2.477, -0.559)  -0.001
H (-2.065, -0.261, -2.072)  -0.002
H (-1.665, -1.321, -3.401)  0.001
H (-3.204, -1.402, -2.610)  0.001
C (2.904, 0.216, 1.402)  0.021
C (-0.737, -0.135, 0.935)  0.156
C (-1.059, 1.122, 0.306)  0.278
C (0.552, -0.582, 1.055)  -0.004
C (1.551, 0.369, 0.848)  0.235
C (-0.070, 2.008, -0.019)  -0.020
C (1.230, 1.643, 0.231)  0.250
H (-1.562, -0.698, 1.368)  0.002
H (-2.116, 1.353, 0.231)  0.005
H (0.793, -1.452, 1.641)  0.003
H (-0.220, 2.948, -0.527)  0.005
H (3.159, -0.724, 1.876)  0.000
H (3.068, 1.008, 2.136)  0.035
H (2.071, 2.315, 0.057)  -0.002
H (3.700, 0.421, 0.671)  0.028

Values from the calculation:
Spin multiplicity: 2
Highest occupied orbital energy (alpha / beta) in Eh: -0.530 / -0.529
Orbital gap (alpha / beta) in eV: 10.022 / 6.311
Total charge: +1
⟨S²⟩: 0.768

Referenced to the most stable arrangement, the calculated values in kcal/mol are *P* 26.3; *Q* 0.0.